# 1
Here is a cluster of 2 separate species, C3H11N3O in total from the OMol25 dataset. Energies are from ωB97M-V/def2-TZVPD.

## Properties
LUMO energy   0.0375 Ha
HOMO   -9.256 eV
DFT total energy   -360.3895 hartree
Relative energy (zero: lowest compared OMol25 entry of this formula, charge and spin)   30.1 kcal per mole
SMILES   NNC=O.CCN

Cartesian coordinates (Å):
O 1.66272 -0.66930 -1.38834
N -0.55516 -0.97704 0.58454
N 2.50683 0.63253 0.26437
N 1.30943 1.23512 0.69695
C -1.96875 -0.70412 0.35662
C 2.59207 -0.26471 -0.72718
C -2.12181 0.56143 -0.47701
H -2.44291 -0.56329 1.33311
H 0.60395 0.49690 0.86260
H -3.17229 0.75660 -0.67634
H -2.48326 -1.53639 -0.15082
H 0.94322 1.81719 -0.05692
H 3.32461 0.91457 0.78536
H -0.44121 -1.80927 1.15345
H -0.08808 -1.14351 -0.30613
H -1.70101 1.41170 0.05358
H 3.63215 -0.60621 -0.88276
H -1.60051 0.44778 -1.42509

---

# 2
Here is a cluster of 3 separate species, C3H11N3O in total at a distorted geometry from the OMol25 dataset. Energies are from ωB97M-V/def2-TZVPD.

## Properties
LUMO energy   0.0354 Ha
HOMO   -8.931 eV
DFT total energy   -360.2798 hartree
Relative energy (zero: lowest compared OMol25 entry of this formula, charge and spin)   98.9 kcal per mole
SMILES   C=NN.C=NO.C

Cartesian coordinates (Å):
O -0.07373 1.42455 -2.32136
N 0.79286 0.37887 -2.04155
N -1.97334 0.78135 -0.08096
N -1.59089 -0.34987 -0.69600
C -1.52655 -1.44190 -0.06933
C 1.11364 -0.48463 2.08525
C 1.76422 0.64557 -1.29119
H -1.28591 -2.32330 -0.62845
H 0.42911 -0.26377 2.89720
H -1.71282 -1.54293 1.00490
H 1.19102 -1.55463 1.96787
H 0.74796 -0.05139 1.16583
H -1.59776 1.60663 -0.52581
H 2.08717 -0.07221 2.31627
H -1.96234 0.79232 0.93940
H 2.44888 -0.15840 -1.08647
H 1.96103 1.62511 -0.86071
H -0.81255 0.98865 -2.77488

---

# 3
Here is a cluster of 3 separate species, C3H11N3O in total at a distorted geometry from the OMol25 dataset. Energies are from ωB97M-V/def2-TZVPD.

## Properties
LUMO energy   0.0360 Ha
HOMO   -6.782 eV
DFT total energy   -360.2852 hartree
Relative energy (zero: lowest compared OMol25 entry of this formula, charge and spin)   95.5 kcal per mole
SMILES   [H]/N=C\N.C=CO.N

Cartesian coordinates (Å):
O -1.11474 1.72995 -0.81744
N 0.23074 -1.27149 1.25095
N -1.82869 0.02474 1.44190
N 2.15896 -0.26012 -0.38659
C -0.66223 0.42493 -1.03773
C 0.58479 0.29054 -1.64666
C -0.46419 -0.17069 1.07092
H 0.08911 0.76174 1.20257
H -2.35430 -0.84216 1.48304
H -0.34741 -2.10190 1.33926
H 2.85566 -0.79625 -0.89013
H 0.73611 -0.56002 -2.29413
H -1.93303 0.53743 2.30988
H -1.85610 1.65351 -0.19721
H 1.60113 -0.84918 0.30314
H 2.59708 0.51574 0.09849
H 1.13979 1.19181 -1.88921
H -1.43268 -0.27858 -1.34104

---

# 4
Here is a cluster of 2 separate species, C3H11N3O2 in total at a distorted geometry from the OMol25 dataset. Energies are from ωB97M-V/def2-TZVPD.

## Properties
LUMO energy   -0.0232 Ha
HOMO   -8.300 eV
DFT total energy   -435.5039 hartree
Relative energy (zero: lowest compared OMol25 entry of this formula, charge and spin)   117.0 kcal per mole
SMILES   N[C@@H](O)N=O.CNC

Cartesian coordinates (Å):
O 1.69727 0.50334 0.50382
O -1.46438 1.64118 1.10873
N -0.61489 1.88052 0.26935
N -0.76689 -0.74819 -0.87156
N 1.04987 1.83444 2.24396
C -0.56986 -0.99001 -2.28556
C 0.90341 1.62872 0.81920
C -0.97484 -1.95451 -0.09640
H -1.23348 -1.67062 0.92983
H -1.41636 -1.53353 -2.72087
H -0.06243 -2.56031 -0.06650
H 0.01235 -0.14712 -0.44571
H 2.60279 0.72234 0.78204
H 1.20030 0.92526 2.67357
H 0.34189 -1.56852 -2.46811
H 1.39865 2.47739 0.33212
H 0.15967 2.16787 2.61336
H -0.48193 -0.03630 -2.81413
H -1.78116 -2.57194 -0.50712

---

# 5
Here is an isolated molecule of C3H11N3O3 from the OMol25 dataset. Energies are from ωB97M-V/def2-TZVPD.

## Properties
LUMO energy   0.0222 Ha
HOMO   -9.369 eV
DFT total energy   -510.9117 hartree
Relative energy (zero: lowest compared OMol25 entry of this formula, charge and spin)   7.4 kcal per mole
SMILES   NC(N)(O)[C@@](N)(O)CO

Cartesian coordinates (Å):
O 1.04813 -0.99950 1.27520
O -1.17207 1.00073 -0.82854
O 0.85176 -0.14078 -2.29221
N -0.86175 1.05860 1.46385
N 1.67146 0.94255 0.22940
N -1.53323 -0.97898 0.39405
C 0.77603 -0.17670 0.16607
C 1.06738 -0.92670 -1.15161
C -0.74017 0.23037 0.29283
H 0.48321 -1.85716 -1.18724
H 2.13085 -1.18820 -1.13907
H -1.83581 1.13304 1.74618
H 0.30279 -1.61590 1.37404
H -0.33562 0.64580 2.22767
H -1.40449 -1.56817 -0.42012
H -2.51904 -0.73821 0.44990
H 1.36591 1.61551 0.92138
H -1.03143 1.92832 -0.62696
H -0.02745 0.26396 -2.21397
H 1.76352 1.37140 -0.68087

---

# 6
Here is an isolated molecule of C3H11N3O4S3 at a distorted geometry from the OMol25 dataset. Energies are from ωB97M-V/def2-TZVPD.

## Properties
LUMO energy   -0.0055 Ha
HOMO   -9.152 eV
DFT total energy   -1780.5761 hartree
SMILES   CNS(=O)(=O)N(SC)S(=O)(=O)NC

Cartesian coordinates (Å):
S -1.68269 -0.00814 1.00384
S 0.94260 -1.35172 1.06696
S 0.24890 0.07893 -1.38547
O 0.93527 -2.39010 0.03063
O 0.70268 -1.68973 2.38724
O -0.60667 -0.82504 -2.08645
O 1.65896 0.17264 -1.60475
N -0.26563 1.63072 -1.66051
N 2.42838 -0.62959 0.97023
N -0.07201 -0.15850 0.63634
C -1.60242 1.86828 -2.22049
C 2.54418 0.70058 1.52738
C -2.29625 -1.71278 1.08598
H -2.00251 1.01318 -2.83695
H -2.33830 2.19389 -1.59089
H -0.02020 2.16512 -0.77408
H 2.59077 -0.82086 0.00495
H -2.01889 -2.17278 0.23918
H -3.33614 -1.70571 1.18634
H 2.09735 1.54257 0.86372
H -1.86048 -2.19751 1.92306
H -1.52388 2.74360 -3.03369
H 1.97121 0.64381 2.49592
H 3.50576 0.90913 1.77151

---

# 7
Here is a cluster of 2 separate species, C3H11N3OS in total at a distorted geometry from the OMol25 dataset. Energies are from ωB97M-V/def2-TZVPD.

## Properties
LUMO energy   0.0144 Ha
HOMO   -8.406 eV
DFT total energy   -758.4336 hartree
Relative energy (zero: lowest compared OMol25 entry of this formula, charge and spin)   112.1 kcal per mole

Cartesian coordinates (Å):
S 1.16751 0.70343 2.43920
O 0.09884 -1.48253 1.05412
N 0.40962 -1.12968 -1.85052
N 0.30016 0.26003 -1.77574
N -0.89096 0.72279 -1.96274
C 1.33289 1.05994 -1.71252
C -1.37972 0.38186 1.26569
C -0.30756 -0.49452 1.92741
H -2.17179 -0.48493 1.10214
H 0.95768 0.50533 3.73209
H 1.40727 -1.25931 -1.78663
H 2.33545 0.54328 -1.84630
H -1.50952 -0.03524 -1.75554
H 0.14650 -1.04954 0.09494
H -0.97302 0.74301 0.32291
H 1.27606 2.10303 -1.39513
H 0.06110 -1.41101 -2.78345
H -1.70696 1.20690 2.03355
H -0.55356 -0.88286 2.89651

---

# 8
Here is a cluster of 2 separate species, C3H11N4 in total at a distorted geometry from the OMol25 dataset. Energies are from ωB97M-V/def2-TZVPD.

## Properties
LUMO energy (spin up / spin down)   0.0362 / 0.0358 Ha
HOMO (spin up / spin down)   -4.250 / -8.511 eV
Spin multiplicity   2
DFT total energy   -339.8419 hartree
Relative energy (zero: lowest compared OMol25 entry of this formula, charge and spin)   6.5 kcal per mole
<S²>   0.75

Cartesian coordinates (Å):
N -0.30034 -2.01556 -0.28461
N -0.90524 1.79017 0.85616
N -0.76846 -1.17319 -2.49089
N 1.38462 2.14011 0.96411
C -0.01578 -1.16977 -1.32309
C 0.10211 2.55688 0.73655
C 0.25562 -1.82568 1.03351
H 1.34064 -1.75702 0.93456
H -1.68014 -1.58821 -2.44801
H -0.72118 -0.34298 -3.04538
H 0.02869 3.56145 0.31290
H 0.75186 -0.41982 -1.21651
H -1.12288 -2.57786 -0.38433
H -1.74123 2.30135 0.60520
H 1.49641 1.23668 1.41051
H -0.13159 -0.91046 1.49547
H 2.03304 2.87609 1.19623
H -0.00617 -2.68219 1.64762

---

# 9
Here is a cluster of 2 separate species, C3H11N4 in total at a distorted geometry from the OMol25 dataset. Energies are from ωB97M-V/def2-TZVPD.

## Properties
Net charge   +1
LUMO energy   -0.1179 Ha
HOMO   -12.314 eV
DFT total energy   -339.6055 hartree
Relative energy (zero: lowest compared OMol25 entry of this formula, charge and spin)   71.6 kcal per mole

Cartesian coordinates (Å):
N 1.44086 -1.03125 0.70545
N 0.78645 -0.22263 -1.72702
N -0.39795 2.73819 0.62115
N -0.72540 -1.65851 1.13435
C -0.13401 -1.14628 -1.15231
C -0.75641 1.56889 1.04045
C 0.19643 -1.14261 0.28543
H -0.53835 -1.64087 2.12589
H 2.15430 -0.38479 0.35770
H -1.22945 -0.90495 -1.09393
H -0.14182 2.65885 -0.42624
H -1.11829 1.60023 2.01833
H -0.42917 3.72633 0.92440
H 1.67248 -1.13240 1.61500
H 0.67758 0.69029 -1.41191
H -0.01219 -2.14363 -1.51130
H -1.57731 -2.04619 0.79606
H 0.69804 -0.27556 -2.76289

---

# 10
Here is a structure of composition C3H11N4OPS at a distorted geometry from the OMol25 dataset. Energies are from ωB97M-V/def2-TZVPD.

## Properties
LUMO energy   0.0177 Ha
HOMO   -7.845 eV
DFT total energy   -1154.6999 hartree
Relative energy (zero: lowest compared OMol25 entry of this formula, charge and spin)   8.7 kcal per mole

Cartesian coordinates (Å):
S -3.60882 -1.21017 -0.07991
P -2.23916 0.19445 -0.17008
O -0.83422 -0.34848 -0.55478
N -2.61101 1.56687 -1.12574
N -2.11378 1.12121 1.21452
N 1.61062 0.20849 -1.04059
N 2.18002 -1.12030 -1.03623
C 2.24377 -1.53775 0.38236
C 1.42670 -0.48841 1.10396
C 0.80335 0.28950 0.03780
H -3.61220 1.73110 -1.20673
H 1.07778 0.50021 -1.90218
H 2.15704 0.19150 1.51134
H 1.79724 -2.50858 0.28062
H -2.40604 1.24114 -2.00179
H -1.42339 1.79204 1.17727
H 3.05372 -1.22276 -1.63005
H 0.44620 1.36692 0.23430
H 0.84800 -0.84733 1.85250
H -2.03030 0.68771 2.10554
H 3.23448 -1.60737 0.84785

---

Question: What is the formula in the fifth record?
Answer: C3H11N3O3

---

Question: DFT total energy of number 5 (C3H11N3O3)?
Answer: -510.9117 hartree